One molecule with the formula C18H20N2O2S2, computed with ωB97M-V/def2-TZVPD.

Computed properties:
orbital gap = 9.0 eV
HOMO level = -8.5 eV
electronic energy = -47737.7106 eV
LUMO = 0.5094 eV
max |F| = 0.013 Eh/bohr

Geometry as XYZ:
```
44
C18H20N2O2S2, DFT ωB97M-V/def2-TZVPD
C -1.465 -2.937 2.271
H -1.083 -1.921 2.243
H -2.545 -2.949 2.161
H -1.187 -3.405 3.210
S -0.715 -3.955 0.965
C -1.405 -3.183 -0.547
C -0.387 -2.320 -1.279
C 0.007 -1.083 -0.481
N -1.111 -0.196 -0.236
C -1.207 0.529 0.913
O -0.472 0.395 1.876
C -2.335 1.457 0.718
C -2.900 2.371 1.591
C -3.954 3.142 1.131
C -4.424 2.999 -0.168
C -3.856 2.084 -1.043
C -2.804 1.316 -0.589
C -2.001 0.259 -1.282
H -2.634 -0.556 -1.650
H -1.433 0.658 -2.131
H -4.226 1.981 -2.052
H -5.247 3.612 -0.505
H -4.418 3.863 1.787
H -2.521 2.468 2.597
H 0.385 -1.387 0.503
C 1.102 -0.267 -1.192
O 1.317 -0.336 -2.384
N 1.728 0.580 -0.356
H 1.495 0.575 0.628
C 2.800 1.456 -0.793
C 4.116 1.007 -0.250
C 4.901 -0.009 -0.702
C 6.060 -0.202 0.081
C 6.137 0.667 1.120
S 4.794 1.738 1.168
H 6.901 0.751 1.867
H 6.803 -0.952 -0.124
H 4.656 -0.596 -1.570
H 2.808 1.407 -1.886
H 2.584 2.479 -0.471
H -0.779 -2.020 -2.253
H 0.517 -2.905 -1.458
H -1.722 -4.008 -1.184
H -2.279 -2.610 -0.240
```